ORCA calculation (ωB97M-V/def2-TZVPD) on a cluster of 8 separate species, C42H72NO14 in total in a non-equilibrium geometry.

```
129
C42H72NO14, DFT ωB97M-V/def2-TZVPD
C -1.4655 -2.2285 2.9042
C -1.6111 -2.1149 1.3356
C -2.1647 -0.6700 1.0455
C -0.9410 0.3161 0.9882
C -1.5086 1.7712 1.2030
C -1.1294 2.3353 2.6313
C 0.3234 2.9137 2.5326
C 0.4740 4.4070 2.9667
C 1.8804 4.7061 3.5962
C 2.9970 4.8694 2.5217
C 3.3323 3.5384 1.7815
C 4.7094 3.5045 1.0581
C 4.5928 2.4656 -0.1281
C 4.2273 1.0113 0.3084
N 3.4215 0.3735 -0.7837
H -2.3837 -1.8258 3.3816
H -1.2923 -3.2635 3.2439
H -0.6502 -1.5404 3.1902
H -0.5849 -2.1434 0.9249
H -2.2802 -2.8970 0.9273
H -2.7834 -0.3357 1.9071
H -2.7721 -0.6122 0.1225
H -0.2071 0.0411 1.7687
H -0.4014 0.2405 0.0230
H -2.6165 1.7196 1.1835
H -1.1507 2.4602 0.4108
H -1.8807 3.0515 3.0082
H -1.0590 1.4296 3.2729
H 0.6560 2.8454 1.4769
H 1.0574 2.3207 3.1116
H 0.2604 5.1315 2.1537
H -0.2632 4.6209 3.7760
H 2.1358 3.9475 4.3644
H 1.8107 5.6692 4.1530
H 2.7628 5.6336 1.7566
H 3.9154 5.2154 3.0501
H 2.5580 3.3956 0.9958
H 3.2270 2.6555 2.4453
H 4.8485 4.4977 0.5678
H 5.5470 3.2703 1.7439
H 5.5613 2.4373 -0.6744
H 3.8677 2.8944 -0.8503
H 3.6083 0.9529 1.2331
H 5.1236 0.3602 0.4491
H 2.5352 0.0964 -0.3499
O 7.3155 1.6132 -1.1533
C 7.6045 0.9482 -2.0979
O 8.8040 0.3122 -2.2396
C 8.8644 -0.3089 -3.5296
C 7.4196 -0.4823 -3.9595
C 6.7439 0.7160 -3.3110
H 9.4233 0.3466 -4.2056
H 9.3894 -1.2610 -3.4488
H 7.2948 -0.5274 -5.0422
H 7.0148 -1.4048 -3.5364
H 6.7839 1.5984 -3.9461
H 5.7153 0.4953 -3.0252
O -4.5652 -3.5554 0.5056
C -4.2047 -4.1498 -0.4703
O -2.9815 -4.7171 -0.5875
C -2.8206 -5.2565 -1.9112
C -4.2294 -5.4693 -2.4255
C -4.9929 -4.3442 -1.7431
H -2.2613 -4.5380 -2.5160
H -2.2576 -6.1872 -1.8582
H -4.2962 -5.4546 -3.5129
H -4.6091 -6.4334 -2.0784
H -4.9641 -3.4190 -2.3219
H -6.0207 -4.6237 -1.5238
O -4.6678 6.7277 0.2021
C -5.0960 5.8635 0.9120
O -6.3946 5.7908 1.2953
C -6.5628 4.7098 2.2262
C -5.3944 3.7787 1.9708
C -4.3023 4.7453 1.5412
H -6.5541 5.1198 3.2398
H -7.5228 4.2263 2.0508
H -5.1309 3.1710 2.8359
H -5.6315 3.1026 1.1459
H -3.7482 5.1398 2.3952
H -3.6241 4.2928 0.8209
O -2.1243 -8.5382 -0.4590
C -1.5301 -8.0785 0.4768
O -0.2148 -7.7633 0.4366
C 0.2204 -7.3379 1.7395
C -1.0391 -6.8887 2.4512
C -2.0908 -7.8065 1.8498
H 0.7012 -8.1837 2.2383
H 0.9457 -6.5325 1.6350
H -0.9673 -6.9520 3.5364
H -1.2631 -5.8515 2.1884
H -2.1684 -8.7471 2.3934
H -3.0623 -7.3211 1.7849
O 6.0216 3.9690 -4.0236
C 6.9502 4.1400 -4.7536
O 8.1691 3.5473 -4.5925
C 9.0790 4.0542 -5.5797
C 8.2063 4.5841 -6.7003
C 6.9734 5.0605 -5.9498
H 9.6867 4.8389 -5.1208
H 9.7347 3.2506 -5.9133
H 8.6907 5.3605 -7.2926
H 7.9334 3.7684 -7.3743
H 7.0790 6.0895 -5.6013
H 6.0693 4.9496 -6.5431
O -2.6172 -8.7536 5.0500
C -3.7586 -8.8863 4.7173
O -4.1302 -9.4402 3.5368
C -5.5567 -9.3524 3.3906
C -6.0933 -9.2046 4.8010
C -4.9745 -8.4397 5.4905
H -5.7892 -8.4871 2.7642
H -5.9270 -10.2513 2.9004
H -7.0611 -8.7061 4.8431
H -6.2025 -10.1896 5.2612
H -5.0875 -7.3598 5.3774
H -4.8859 -8.7047 6.5412
O -4.2786 3.5562 -5.4285
C -3.9596 4.3878 -4.6286
O -2.8474 5.1521 -4.7482
C -2.6938 5.9709 -3.5751
C -4.0800 6.0620 -2.9699
C -4.6813 4.7168 -3.3440
H -1.9778 5.4878 -2.9053
H -2.3033 6.9463 -3.8614
H -4.0716 6.2595 -1.8991
H -4.6442 6.8628 -3.4548
H -4.4537 3.9469 -2.6035
H -5.7544 4.7816 -3.5078
```

Output
electronic energy = -74876.187 eV
Kohn-Sham gap = 2.57 eV
net charge = -1